# 1
C31H63IN8O12 | ωB97M-V/def2-TZVPD

XYZ file:
```
115
Properties=species:S:1:pos:R:3:forces:R:3:mulliken_charge:R:1
C -1.181 -2.021 2.377 0.1 -0.2 0.2 -0.918
C -0.496 -2.680 1.192 -0.3 0.0 0.2 -0.559
C -0.247 -1.763 -0.004 -0.9 0.4 0.2 -0.590
I -2.193 -1.330 -0.878 0.1 -0.2 0.0 0.102
C 0.480 -0.505 0.365 0.4 -0.4 0.1 0.068
C 1.505 -0.442 1.229 -0.2 0.2 -0.5 0.562
O 2.116 -1.402 1.938 0.1 0.4 0.3 -0.589
C 1.951 0.984 1.352 0.9 -0.4 1.3 0.494
O 2.630 1.451 2.232 -0.7 -0.2 -1.3 -0.591
O 1.411 1.653 0.303 -0.6 0.5 0.5 -0.271
C 0.290 0.890 -0.122 -0.7 0.6 -0.9 0.196
O -0.583 1.422 -0.746 1.2 -0.6 0.6 -0.519
H -0.495 -1.431 2.978 0.2 0.2 0.0 0.259
H -1.576 -2.806 3.012 -0.1 -0.1 0.2 0.259
H -2.021 -1.400 2.089 -0.1 0.1 -0.2 0.263
H -1.120 -3.503 0.861 -0.1 -0.1 -0.2 0.393
H 0.425 -3.128 1.553 0.3 0.0 -0.1 0.411
H 0.253 -2.302 -0.797 0.2 0.1 -0.2 0.586
H 2.529 -2.041 1.352 0.0 -0.3 -0.1 0.386
C -5.720 -3.634 5.485 0.1 0.1 -0.3 -0.870
N -4.932 -3.627 4.265 -0.1 0.1 0.1 0.192
C -5.107 -2.542 3.317 0.1 -0.2 0.0 -0.711
C -4.048 -4.594 3.980 0.1 -0.1 0.0 0.069
O -3.366 -4.620 2.966 0.1 0.1 -0.1 -0.586
H -6.783 -3.662 5.241 0.0 0.0 0.1 0.286
H -5.515 -2.737 6.068 -0.1 0.0 0.1 0.375
H -5.477 -4.508 6.084 0.0 0.0 0.0 0.280
H -5.428 -2.934 2.351 0.0 0.1 0.0 0.303
H -4.163 -2.014 3.170 0.0 0.0 -0.1 0.110
H -5.854 -1.847 3.693 0.0 0.0 0.0 0.290
H -3.988 -5.371 4.752 0.0 0.0 0.0 0.313
C -8.357 1.201 6.301 -0.1 -0.2 -0.1 -0.922
N -8.251 -0.234 6.476 0.0 0.2 -0.1 0.140
C -8.963 -1.115 5.565 0.1 -0.1 0.2 -0.803
C -7.513 -0.783 7.460 0.0 0.0 0.1 0.091
O -7.390 -1.976 7.650 0.0 0.0 0.0 -0.567
H -9.399 1.514 6.391 0.0 0.1 0.0 0.334
H -7.986 1.488 5.315 0.0 0.1 0.0 0.327
H -7.770 1.713 7.059 0.0 0.0 0.0 0.293
H -9.662 -1.742 6.119 0.0 0.0 -0.1 0.318
H -8.259 -1.769 5.048 0.0 0.0 0.0 0.109
H -9.507 -0.521 4.835 0.0 0.0 0.0 0.385
H -7.016 -0.031 8.097 0.0 0.0 0.0 0.303
C 1.737 2.174 -4.945 -0.1 -0.2 -0.2 -0.816
N 1.002 0.927 -4.967 0.1 0.1 0.0 0.152
C 0.989 0.131 -6.183 0.0 -0.1 0.2 -1.006
C 0.322 0.484 -3.893 -0.1 0.0 0.0 0.510
O -0.316 -0.551 -3.858 0.1 -0.1 0.0 -0.664
H 1.335 2.844 -5.708 0.1 0.1 0.0 0.220
H 2.793 1.986 -5.155 0.0 0.1 0.0 0.373
H 1.647 2.649 -3.970 0.0 0.0 0.0 0.263
H -0.037 0.011 -6.521 0.0 -0.1 -0.1 0.277
H 1.399 -0.860 -5.979 0.0 0.0 -0.1 0.318
H 1.575 0.621 -6.955 0.0 0.1 0.0 0.393
H 0.392 1.163 -3.030 0.0 0.1 0.0 0.030
C 5.385 2.138 0.748 0.3 -0.1 -0.2 -0.616
N 6.470 1.180 0.805 0.0 0.1 -0.1 0.194
C 7.750 1.503 0.180 0.0 -0.3 0.3 -0.791
C 6.327 -0.003 1.422 -0.1 -0.1 0.1 0.059
O 7.191 -0.857 1.511 0.0 0.0 0.0 -0.618
H 5.127 2.341 -0.295 -0.1 0.1 0.0 0.333
H 5.684 3.072 1.229 -0.1 0.0 0.0 0.330
H 4.513 1.744 1.258 0.1 0.1 0.0 -0.027
H 7.977 0.765 -0.592 0.0 0.1 0.0 0.288
H 8.562 1.483 0.915 -0.3 0.0 -0.3 0.186
H 7.692 2.493 -0.267 0.0 0.0 0.0 0.353
H 5.321 -0.139 1.861 0.0 0.0 0.0 0.327
C -3.302 3.526 -8.575 0.0 -0.1 0.2 -0.978
N -2.046 2.809 -8.486 -0.2 0.1 -0.1 0.240
C -1.966 1.628 -7.643 0.2 0.1 -0.1 -0.777
C -0.951 3.202 -9.155 0.0 0.1 0.0 -0.019
O 0.134 2.650 -9.108 0.1 -0.1 0.1 -0.586
H -3.595 3.881 -7.586 0.0 0.0 0.0 0.323
H -4.082 2.868 -8.966 0.0 0.1 0.0 0.358
H -3.198 4.380 -9.241 0.0 0.0 0.0 0.319
H -1.210 1.780 -6.874 -0.1 0.0 0.1 0.009
H -1.681 0.766 -8.248 0.0 0.0 0.1 0.387
H -2.928 1.445 -7.174 0.0 0.1 0.0 0.397
H -1.121 4.107 -9.764 0.0 0.0 0.0 0.304
C -3.803 -9.913 1.839 0.0 0.2 -0.1 -0.926
N -4.238 -8.605 2.284 0.0 -0.1 -0.1 0.137
C -3.996 -7.452 1.427 -0.1 0.0 0.1 -0.807
C -4.861 -8.432 3.461 -0.1 -0.1 0.2 0.093
O -5.257 -7.370 3.905 0.0 0.0 -0.1 -0.557
H -2.722 -9.917 1.689 0.0 -0.1 0.0 0.331
H -4.292 -10.171 0.898 0.0 -0.1 0.0 0.330
H -4.056 -10.665 2.584 0.0 0.0 0.0 0.298
H -3.384 -6.716 1.944 0.0 0.1 0.0 0.193
H -4.942 -6.978 1.165 0.0 0.0 0.0 0.275
H -3.491 -7.777 0.520 0.0 -0.1 0.0 0.367
H -4.998 -9.379 4.012 0.0 0.0 0.0 0.258
C 11.823 2.540 4.669 0.1 0.1 -0.2 -0.912
N 11.597 2.710 3.248 0.1 0.0 0.2 0.114
C 12.390 3.680 2.511 -0.1 -0.1 -0.1 -0.939
C 10.673 1.997 2.582 -0.1 -0.2 0.0 0.211
O 10.444 2.102 1.391 0.4 0.2 0.1 -0.677
H 11.641 3.480 5.194 0.0 0.0 0.1 0.337
H 12.854 2.228 4.851 0.0 0.0 0.1 0.331
H 11.152 1.782 5.065 0.0 0.0 0.0 0.313
H 11.740 4.427 2.056 0.0 0.0 0.0 0.288
H 12.945 3.182 1.715 0.0 0.1 0.0 0.290
H 13.086 4.169 3.188 0.0 0.0 0.0 0.379
H 10.123 1.288 3.223 0.0 0.0 0.0 0.233
C 1.252 6.716 -5.623 -0.1 0.0 0.2 -0.961
N 0.061 6.072 -5.104 0.1 0.1 0.0 0.119
C -0.468 6.483 -3.813 -0.1 -0.1 -0.1 -0.965
C -0.575 5.099 -5.779 0.0 -0.2 -0.2 0.235
O -1.575 4.522 -5.395 -0.1 0.0 0.1 -0.648
H 2.089 6.567 -4.938 0.1 0.0 -0.1 0.338
H 1.078 7.788 -5.742 0.1 0.0 0.0 0.362
H 1.512 6.293 -6.591 0.0 0.0 0.0 0.332
H -0.484 5.634 -3.129 0.0 0.0 0.0 0.292
H -1.489 6.847 -3.927 0.0 0.0 0.1 0.295
H 0.155 7.271 -3.399 0.0 0.0 0.0 0.390
H -0.096 4.856 -6.745 0.0 0.0 0.0 0.203
```
Positions in Å, forces in eV/Å.

## Properties
total charge = 0
SMILES string = CC[C@@H](I)C1=C(O)C(=O)OC1=O.CN(C)C=O.CN(C)C=O.CN(C)C=O.CN(C)C=O.CN(C)C=O.CN(C)C=O.CN(C)C=O.CN(C)C=O

---

# 2
C31H64ClN4O7S | ωB97M-V/def2-TZVPD

XYZ file:
```
108
Properties=species:S:1:pos:R:3:forces:R:3:mulliken_charge:R:1
C -0.474 1.130 -6.356 -0.6 -0.3 -0.2 -0.462
C 0.914 0.607 -7.052 0.1 -3.3 -6.3 0.624
O 0.827 -0.050 -8.242 0.5 4.7 7.8 -0.559
O 2.277 0.732 -6.495 -3.7 -1.7 0.7 -0.378
C 2.223 -0.101 -5.248 0.1 1.4 1.9 0.517
C 3.729 -0.240 -4.618 1.0 -0.4 -1.0 -0.725
C 3.890 -1.346 -3.422 0.1 -0.8 -0.7 -0.396
C 2.464 -1.887 -2.786 0.5 -0.1 1.8 -0.605
C 1.636 -0.695 -1.954 1.1 -1.0 -0.6 0.489
C 2.504 -0.039 -0.735 -5.6 3.3 -0.2 -0.412
C 1.628 1.181 0.009 0.6 -4.2 -3.9 -0.271
Cl 2.288 2.183 1.418 -1.6 -1.9 -2.9 -0.182
C 0.176 1.326 -0.723 -0.5 1.3 0.5 0.540
N -0.698 2.462 -0.140 2.4 -1.3 -3.1 -0.513
N -0.464 0.589 -1.824 3.2 1.7 3.4 -0.902
N 0.257 -0.399 -2.424 4.7 1.7 4.3 1.117
N -0.394 -1.052 -3.497 -3.9 -3.7 3.8 -0.419
C -1.410 -1.777 -2.861 -2.0 1.3 -0.4 0.212
S -2.891 -2.353 -2.173 6.2 2.1 -2.8 0.080
H -0.749 2.257 -6.594 1.1 -2.3 0.4 0.349
H -0.523 0.961 -5.199 0.4 0.4 -2.2 0.049
H -1.353 0.487 -6.831 2.2 1.4 0.9 0.141
H 1.602 0.568 -4.478 1.1 -1.6 -1.5 -0.138
H 1.652 -1.112 -5.395 1.4 1.8 0.0 -0.027
H 4.438 -0.598 -5.509 -1.6 0.9 1.9 0.286
H 4.200 0.767 -4.232 -1.4 -1.8 -1.0 0.285
H 4.410 -2.303 -3.908 -1.3 2.0 1.2 0.381
H 4.660 -0.971 -2.595 -1.9 -0.7 -1.7 0.208
H 2.780 -2.662 -1.934 -0.8 1.7 -1.7 0.386
H 1.797 -2.489 -3.529 1.2 1.5 1.3 0.217
H 3.605 -0.327 -0.421 -2.6 0.4 -0.9 0.275
H -1.212 2.868 -0.977 0.5 -0.8 1.4 0.335
H -0.067 3.250 0.176 -0.7 -1.3 -0.2 0.259
C 3.996 -2.201 3.366 0.3 -0.1 0.1 -1.042
C 3.735 -3.395 2.464 0.0 0.1 0.0 -0.268
O 4.503 -3.375 1.264 -0.2 0.2 -0.2 -0.412
C 5.920 -3.417 1.415 0.1 -0.2 0.0 -0.287
C 6.416 -4.681 2.093 -0.1 -0.1 0.2 -1.085
H 3.896 -1.265 2.810 -0.1 0.0 0.0 0.219
H 3.293 -2.194 4.204 0.1 0.0 -0.1 0.399
H 5.009 -2.230 3.781 -0.1 0.0 0.0 0.312
H 2.684 -3.377 2.158 0.2 -0.1 -0.2 0.282
H 3.886 -4.338 2.999 0.1 0.1 0.0 0.312
H 6.274 -2.522 1.937 0.0 0.0 0.1 0.322
H 6.340 -3.374 0.404 -0.3 0.0 0.1 0.302
H 6.107 -4.720 3.143 0.1 0.0 -0.1 0.264
H 7.509 -4.727 2.066 -0.1 0.0 0.0 0.392
H 6.011 -5.570 1.600 0.1 0.1 0.0 0.295
C -0.495 -5.805 -7.616 -0.2 0.1 -0.2 -1.136
C -0.150 -5.024 -6.359 0.2 -0.1 -0.1 -0.275
O 0.529 -3.800 -6.625 0.1 0.0 0.3 -0.418
C -0.179 -2.833 -7.395 0.2 0.2 0.0 -0.087
C -1.457 -2.352 -6.731 -0.3 -0.3 0.0 -0.441
H 0.388 -5.935 -8.247 -0.1 0.0 0.1 0.288
H -0.894 -6.790 -7.356 0.1 0.1 0.0 0.416
H -1.251 -5.286 -8.212 0.0 -0.1 0.1 0.265
H 0.529 -5.628 -5.749 0.1 0.3 0.0 0.361
H -1.039 -4.842 -5.748 -0.1 0.0 0.0 0.274
H -0.376 -3.216 -8.401 -0.1 0.0 0.0 0.394
H 0.496 -1.977 -7.515 -0.1 -0.5 0.0 -0.053
H -2.206 -3.150 -6.682 0.0 0.1 0.0 0.438
H -1.892 -1.521 -7.293 0.1 -0.2 0.0 0.284
H -1.261 -2.024 -5.705 0.1 0.1 -0.1 -0.231
C 1.075 7.847 4.167 0.3 0.0 0.1 -1.078
C 0.814 6.653 3.265 -0.1 0.2 0.0 -0.241
O 1.582 6.673 2.065 0.0 -0.1 -0.2 -0.426
C 2.998 6.632 2.216 -0.1 -0.1 -0.1 -0.384
C 3.495 5.367 2.894 0.0 0.0 0.4 -0.317
H 0.975 8.784 3.611 -0.1 -0.1 0.0 0.287
H 0.371 7.855 5.005 0.1 0.0 -0.1 0.390
H 2.088 7.819 4.582 -0.1 0.0 0.0 0.267
H -0.238 6.671 2.959 0.2 0.0 -0.2 0.333
H 0.965 5.710 3.800 0.1 0.0 0.1 0.267
H 3.353 7.526 2.738 0.0 -0.1 0.1 0.317
H 3.419 6.674 1.205 -0.3 0.1 0.1 0.336
H 3.186 5.328 3.944 0.1 0.0 -0.1 0.287
H 4.588 5.321 2.867 -0.1 0.0 0.0 0.413
H 3.090 4.478 2.401 0.1 0.2 0.0 -0.331
C -0.990 -1.458 1.636 0.0 -0.1 0.3 -0.585
C -2.022 -0.343 1.671 -0.3 -0.2 0.1 -0.273
O -3.301 -0.771 2.130 0.1 0.0 -0.3 -0.464
C -3.362 -1.278 3.461 -0.1 0.1 0.2 -0.288
C -2.968 -0.256 4.513 0.2 0.1 -0.1 -1.050
H -1.373 -2.324 1.090 0.0 0.1 0.0 0.288
H -0.070 -1.112 1.156 0.0 0.0 0.0 0.056
H -0.734 -1.794 2.646 0.1 0.0 -0.1 0.352
H -2.168 0.028 0.651 -0.2 0.0 0.1 0.100
H -1.668 0.508 2.262 0.1 0.0 0.0 0.319
H -2.762 -2.189 3.550 0.1 0.0 0.0 0.294
H -4.403 -1.573 3.632 0.1 0.1 -0.3 0.332
H -1.904 -0.006 4.448 -0.1 0.0 0.1 0.336
H -3.158 -0.648 5.517 0.0 0.1 -0.1 0.388
H -3.532 0.673 4.381 0.0 -0.2 0.1 0.230
C -7.057 1.652 4.118 -0.2 0.2 0.1 -1.123
C -6.788 0.622 5.202 0.1 0.1 0.0 -0.080
O -6.044 1.140 6.301 0.1 -0.1 -0.1 -0.378
C -6.650 2.199 7.037 0.0 -0.1 0.1 -0.332
C -7.960 1.802 7.695 -0.2 -0.1 -0.2 -1.023
H -6.130 2.146 3.813 0.0 -0.1 0.0 0.270
H -7.512 1.177 3.244 0.1 0.0 0.1 0.396
H -7.742 2.430 4.471 0.0 -0.1 -0.1 0.337
H -6.184 -0.185 4.773 0.1 0.1 0.2 0.042
H -7.717 0.162 5.553 -0.1 0.1 0.0 0.346
H -6.778 3.081 6.402 -0.1 0.0 0.0 0.304
H -5.937 2.480 7.821 0.1 -0.2 -0.2 0.310
H -8.739 1.611 6.950 0.0 0.1 0.1 0.257
H -8.316 2.601 8.353 0.1 -0.1 -0.1 0.385
H -7.837 0.886 8.282 0.0 0.2 0.0 0.288
```
Positions in Å, forces in eV/Å.

## Properties
total charge = +1

---

| no. | gap between HOMO and LUMO (Eh) | E (Eh) |
| --- | --- | --- |
| 1 | 0.29566 | -2857.6250 |
| 2 | 0.21004 | -2822.8322 |